Model one:
DFT (ωB97M-V/def2-TZVPD) results for a 2-piece molecular cluster, C6H15NO overall.

Results
- ⟨S²⟩: 0.755
- Orbital gap (spin up / spin down): 10.435 / 5.507 eV
- Charge: +1
- HOMO (spin up / spin down): -14.5 / -14.5 eV
- 2S+1: 2

```
23
C6H15NO, DFT ωB97M-V/def2-TZVPD
C 0.3681 -0.0399 1.1071
C 1.3883 -0.5053 2.1550
C -1.0021 0.1685 1.7672
O -1.5698 -0.8538 2.2044
N -1.5706 1.3365 1.7273
H 0.6453 0.8669 0.5722
H 0.2508 -0.8496 0.3872
H 1.4106 0.0962 3.0613
H -2.5011 1.5432 2.0671
H -1.1067 2.0922 1.2432
H 2.3670 -0.4643 1.6972
H 1.2151 -1.5537 2.3920
C 0.3882 0.2055 -2.3364
C 0.0112 0.4169 -3.7922
C 1.5631 -0.7765 -2.1421
H 0.6771 1.1371 -1.8552
H -0.4035 -0.2519 -1.7497
H 0.4377 -0.3831 -4.4044
H 1.2705 -1.8270 -2.1064
H 2.2968 -0.6687 -2.9391
H 2.1157 -0.6013 -1.2339
H -1.0616 0.3731 -3.9780
H 0.3664 1.3456 -4.2292
```


Model two:
DFT (ωB97M-V/def2-TZVPD) results for a 2-piece molecular cluster, C6H15NO overall.

Results
- ⟨S²⟩: 0.754
- Orbital gap (spin up / spin down): 10.631 / 5.539 eV
- Charge: +1
- HOMO (spin up / spin down): -13.8 / -13.8 eV
- 2S+1: 2

```
23
C6H15NO, DFT ωB97M-V/def2-TZVPD
C 1.5154 -0.0043 0.3768
C 1.2252 1.2754 1.1108
C 0.0120 2.0361 0.6438
C -1.0272 2.4067 1.3755
C 0.3797 -1.0256 0.5487
N -0.6283 -1.0236 -0.5048
C -1.3877 -2.2446 -0.6667
H 1.5572 0.1871 -0.7036
H 2.4995 -0.4041 0.6083
H 2.0881 1.9467 1.0712
H 1.0737 1.0759 2.1816
H 0.0765 2.3659 -0.3943
H -1.8342 2.9805 0.9370
H -1.1713 2.1536 2.4200
H -0.2277 -0.8139 1.4489
H 0.7883 -2.0226 0.7005
H -1.2160 -0.1795 -0.4713
H -1.1199 -2.7099 -1.6219
H -1.3401 -2.9141 0.1806
H -2.4465 -2.0086 -0.8151
H 0.8104 -0.9817 -2.9889
H -0.0356 0.0398 -2.3036
O 0.4087 -0.1351 -3.1338
```


Tell me which of them is the most stable. Sure, it is model one.


Model one:
DFT (ωB97M-V/def2-TZVPD) results for an isolated ion of composition C6H14N4 and charge +2.

Results
- Orbital gap: 9.908 eV
- Structure (SMILES): C[N+]1=CN2C[NH2+]CN(C2)C1
- Charge: +2
- HOMO: -17.8 eV

```
24
C6H14N4, DFT ωB97M-V/def2-TZVPD
C -1.8734 -1.0310 2.0211
N -0.8555 -0.4667 1.2628
C -0.9190 0.7082 0.7445
N 0.0667 1.3249 0.0383
C -0.0917 1.6426 -1.3172
N 0.1851 0.3584 -2.1606
C 1.2104 -0.6381 -1.4150
N 1.2988 -0.5606 0.0528
C 1.4592 0.7959 0.4831
C 0.4421 -1.2584 1.0507
H -1.9558 -0.6963 3.1575
H -2.8263 -0.6792 1.4716
H -1.8817 -2.1565 1.9768
H -1.9099 1.1462 0.5829
H -1.0820 2.1924 -1.4788
H 0.7351 2.3781 -1.5951
H -0.5726 -0.2881 -2.3850
H 0.4402 0.7059 -3.1067
H 2.0888 -0.5764 -2.0279
H 0.8790 -1.6263 -1.6710
H 1.7657 0.9775 1.5624
H 2.2169 1.3910 0.0715
H 0.2582 -2.3155 0.6112
H 0.9218 -1.3276 2.0702
```


Model two:
DFT (ωB97M-V/def2-TZVPD) results for a 2-piece molecular cluster, C6H14N4 overall.

Results
- Orbital gap: 8.573 eV
- Charge: +2
- HOMO: -17.3 eV

```
24
C6H14N4, DFT ωB97M-V/def2-TZVPD
C 2.2117 0.6271 -0.3921
C 3.4020 0.6370 0.2820
C 1.6301 -0.5102 -0.8143
C -3.4861 0.1739 -0.4501
C -1.5289 -0.9212 1.0543
C -2.0070 -0.3615 -0.3219
N 1.1427 -1.5620 -1.0182
N -1.0613 1.7670 0.0080
N 4.1313 -0.4000 0.5536
N -0.8488 0.5243 -0.2036
H 1.7155 1.4738 -0.9507
H 3.7882 1.6171 0.5088
H -4.0751 -0.6779 -0.6162
H -3.7084 0.6696 0.5019
H -3.2539 0.7481 -1.4315
H -1.2317 -0.1886 1.8077
H -0.6049 -1.4741 0.7748
H -2.3867 -1.5298 1.4976
H -1.9042 -1.1078 -1.2416
H 1.3199 -2.5102 -1.5263
H -1.9988 2.1771 0.1558
H -0.2473 2.3511 0.1911
H 3.9757 -1.3385 0.4506
H 5.0260 -0.1845 1.1803
```


Tell me which of them is the most stable. Sure, it is model one.


Model one:
DFT (ωB97M-V/def2-TZVPD) results for one molecule with the formula C9H17NO2.

Results
- Orbital gap: 10.033 eV
- Structure (SMILES): CC/C(=N\O)C(C)(C)CC(C)=O
- Charge: 0
- HOMO: -9.3 eV

```
29
C9H17NO2, DFT ωB97M-V/def2-TZVPD
C -2.3747 -0.1475 1.6693
C -0.9850 0.6199 1.4197
C -0.5219 0.3802 -0.0087
N -0.9970 1.1516 -0.9097
O -1.9369 2.1128 -0.5441
C 0.4150 -0.6866 -0.5731
C -0.2748 -1.1520 -1.9168
C 0.5192 -1.9105 0.3378
C 1.7795 -0.0311 -0.9433
C 2.4343 0.6775 0.2177
C 2.4380 2.1727 0.1979
O 2.7339 0.0728 1.1742
H -2.3169 -1.3047 1.7786
H -2.8169 -0.0444 0.6620
H -2.8903 0.0666 2.6534
H -0.2811 0.3068 2.2537
H -1.3341 1.6904 1.5472
H -1.6811 2.9278 -1.0282
H -0.3616 -0.3788 -2.5406
H -1.2720 -1.5174 -1.6039
H 0.4085 -1.9667 -2.3968
H -0.5083 -2.2536 0.5983
H 1.0302 -1.6572 1.2148
H 0.8212 -2.9881 -0.2064
H 2.5107 -0.8164 -1.2521
H 1.7351 0.7912 -1.7487
H 3.3325 2.3987 -0.2210
H 2.2404 2.5000 1.2117
H 1.5985 2.4739 -0.4540
```


Model two:
DFT (ωB97M-V/def2-TZVPD) results for one molecule with the formula C9H17NO2.

Results
- Orbital gap: 10.956 eV
- Structure (SMILES): CC(C)(C)C(O)(O)C(C)(C)C#N
- Charge: 0
- HOMO: -10.4 eV

```
29
C9H17NO2, DFT ωB97M-V/def2-TZVPD
C 0.1742 0.3366 2.2613
C -0.8138 0.3738 1.0271
C -1.8225 1.4198 1.0803
C -1.6045 -0.9956 1.0378
C -0.1123 0.5771 -0.4138
O 0.5386 1.7731 -0.2838
O -1.1700 0.7228 -1.4762
C 0.9918 -0.4164 -0.9398
C 0.5423 -1.4057 -2.0020
C 2.3469 0.2580 -1.4765
C 1.4939 -1.2797 0.1866
N 1.8750 -2.0357 0.9675
H 0.8995 -0.5330 2.3263
H 0.6231 1.3419 2.3974
H -0.6009 0.2722 3.0600
H -2.1495 1.8073 0.0443
H -1.3052 2.3329 1.5136
H -2.6383 1.3105 1.8363
H -2.5363 -0.8762 0.5161
H -1.7427 -1.1786 2.0726
H -0.9542 -1.8905 0.7618
H 0.7685 2.1181 -1.1922
H -1.7304 -0.0613 -1.4645
H 0.0949 -0.9744 -2.8828
H -0.2498 -2.2024 -1.6460
H 1.3254 -1.8961 -2.4959
H 3.0696 -0.5029 -1.4607
H 2.1219 0.5574 -2.5374
H 2.5649 1.0473 -0.8176
```


Tell me which of them is the most stable. Sure, it is model two.


Model one:
DFT (ωB97M-V/def2-TZVPD) results for a 3-piece molecular cluster, C4H16N2O2 overall.

Results
- ⟨S²⟩: 0.755
- Orbital gap (spin up / spin down): 11.113 / 6.282 eV
- Charge: +1
- HOMO (spin up / spin down): -14.0 / -13.9 eV
- 2S+1: 2

```
24
C4H16N2O2, DFT ωB97M-V/def2-TZVPD
N -1.3408 0.4237 -1.3977
C 0.0504 0.7782 -1.4631
C 0.8905 -0.0913 -2.4406
C 0.6574 0.6122 0.0037
N -0.1794 1.2422 1.0240
C 0.5393 1.3378 2.3354
H -1.9945 1.0981 -1.0156
H -1.6116 -0.5608 -1.3882
H 0.0958 1.7920 -1.8656
H 0.4090 0.0739 -3.4068
H 0.9853 -1.1494 -2.1946
H 1.9185 0.2760 -2.5349
H 1.7237 0.8575 0.0677
H 0.6181 -0.4859 0.0080
H -0.2211 2.2140 0.7220
H 1.0068 0.3848 2.5753
H 1.2211 2.1820 2.3109
H -0.2497 1.5714 3.0543
H -0.1242 -3.3288 0.1814
H 0.4601 -3.5412 1.6492
O 0.1433 -2.8995 1.0077
H -1.6093 -0.1484 0.8721
H -1.3483 -1.6155 1.1332
O -2.0403 -1.0232 0.7622
```


Model two:
DFT (ωB97M-V/def2-TZVPD) results for a 4-piece molecular cluster, C4H16N2O2 overall.

Results
- ⟨S²⟩: 1.759
- Orbital gap (spin up / spin down): 8.585 / 6.336 eV
- Charge: +1
- HOMO (spin up / spin down): -14.4 / -14.2 eV
- 2S+1: 2

```
24
C4H16N2O2, DFT ωB97M-V/def2-TZVPD
C 1.2522 1.3270 -1.8334
C 1.3329 -0.2561 -1.5512
C 1.1308 -0.6365 -0.1117
N -0.3931 -0.5971 0.1624
C -0.6960 -0.7416 1.5647
N -2.0872 -0.4226 1.7825
H 1.7896 1.9133 -1.1472
H 0.2620 1.6603 -1.7734
H 1.6396 1.6109 -2.8705
H 0.6191 -0.8413 -2.0849
H 2.2958 -0.6295 -2.0230
H 1.5971 -0.0461 0.6340
H 1.5220 -1.6581 -0.0129
H -1.0597 2.0183 2.1516
H -0.6037 -1.7653 1.8475
H -0.0819 -0.0496 2.1668
H -2.1324 0.4887 1.2616
H -2.2609 -0.2088 2.7503
H -0.6636 3.9753 0.9818
H -0.0828 2.7436 1.3170
O 0.0696 3.4969 0.5306
H -0.7705 -1.5625 -0.3264
H -0.6904 -3.7226 -1.1539
O -0.3366 -2.8650 -0.9987
```


Tell me which of them is the most stable. Sure, it is model one.


Model one:
DFT (ωB97M-V/def2-TZVPD) results for one molecule with the formula CH4P2S.

Results
- Orbital gap (spin up / spin down): 6.813 / 6.813 eV
- Structure (SMILES): [PH2]#C[PH2]=S
- Charge: 0
- HOMO (spin up / spin down): -8.9 / -8.9 eV

```
8
CH4P2S, DFT ωB97M-V/def2-TZVPD
P 1.4545 -0.8323 0.7995
C 0.5850 0.6245 0.6014
P -0.6829 0.8301 -0.5578
S -2.2505 -0.2751 -0.2661
H 1.0134 -1.1542 2.1285
H 1.1545 -1.9092 0.0143
H -0.1533 0.6446 -1.8090
H -1.1207 2.0717 -0.9108
```


Model two:
DFT (ωB97M-V/def2-TZVPD) results for a 2-piece molecular cluster, CH4P2S overall.

Results
- Orbital gap (spin up / spin down): 7.648 / 7.676 eV
- Charge: 0
- HOMO (spin up / spin down): -8.2 / -8.9 eV

```
8
CH4P2S, DFT ωB97M-V/def2-TZVPD
C 0.9987 -0.4454 0.2390
P -1.4139 0.4835 -1.9207
P -0.8722 0.0821 0.1916
S -1.3978 -1.5212 -1.1354
H 1.0628 -1.4998 -0.2106
H 1.5053 -0.2703 1.2543
H 1.4984 0.2777 -0.4660
H -3.9573 0.9909 -1.2134
```


Model three:
DFT (ωB97M-V/def2-TZVPD) results for one molecule with the formula CH4P2S.

Results
- Orbital gap: 8.136 eV
- Structure (SMILES): [PH2]#C[PH2]=S
- Charge: 0
- HOMO: -8.8 eV

```
8
CH4P2S, DFT ωB97M-V/def2-TZVPD
P -1.5379 -0.8019 -0.0023
C -1.1549 0.8016 -0.0679
P 1.1022 0.6372 -0.1042
S 2.6188 -0.6359 -0.0970
H -2.8923 -1.4467 -0.0246
H -0.5206 -1.7429 -0.0059
H 1.0952 1.4041 1.2354
H 1.2896 1.7844 -0.9336
```


Tell me which of them is the most stable. Sure, it is model two.